[1]
This record from the Open Molecules 2025 dataset describes the ion C21H28FN2O with charge +1. The level of theory is the ωB97M-V functional and the def2-TZVPD basis.

net charge: +1
LUMO energy: -2.1 eV
relative energy (zero: lowest compared OMol25 entry of this formula, charge and spin): 1.2 kcal/mol
gap between HOMO and LUMO: 0.3430 hartree
2S+1: 1

Cartesian coordinates (Å):
C -2.131 -3.609 0.632
H -1.553 -4.528 0.622
H -2.963 -3.733 -0.056
C -1.225 -2.457 0.222
N -1.893 -1.143 0.161
C -2.500 -0.678 1.431
C -4.003 -0.697 1.177
H -4.406 -1.700 1.307
H -4.540 -0.022 1.838
C -4.086 -0.273 -0.287
H -3.990 0.809 -0.368
H -5.023 -0.566 -0.755
C -2.887 -0.974 -0.933
H -3.186 -1.947 -1.322
C -2.170 -0.151 -2.049
N -1.027 0.510 -1.433
H -1.159 -0.366 -0.256
C -1.168 1.930 -1.078
C -0.203 2.269 0.029
C -0.651 2.748 1.248
C 0.240 3.058 2.262
C 1.594 2.878 2.053
C 2.064 2.397 0.843
C 1.174 2.093 -0.178
O 1.530 1.611 -1.408
C 2.905 1.462 -1.712
C 3.576 0.346 -0.949
C 4.940 0.399 -0.687
C 5.567 -0.627 -0.005
C 4.810 -1.706 0.418
C 3.451 -1.784 0.171
C 2.842 -0.752 -0.518
H 1.782 -0.799 -0.723
H 2.896 -2.643 0.511
F 5.404 -2.705 1.089
H 6.624 -0.599 0.204
H 5.517 1.248 -1.021
H 3.436 2.409 -1.560
H 2.920 1.235 -2.785
H 3.124 2.260 0.707
H 2.299 3.116 2.834
H -0.122 3.438 3.204
H -1.710 2.903 1.399
H -2.189 2.113 -0.741
H -0.973 2.567 -1.948
H -0.162 0.403 -1.953
H -2.871 0.556 -2.496
H -1.827 -0.824 -2.836
H -2.155 0.339 1.630
H -2.196 -1.313 2.260
H -0.399 -2.368 0.933
H -0.803 -2.656 -0.766
H -2.524 -3.476 1.635

Force components x, y, z for each atom (eV/Å):
C 0.078 0.190 -0.073
H 0.035 -0.079 0.009
H -0.093 -0.047 -0.054
C 0.097 -0.490 0.070
N 0.332 0.206 -0.096
C -0.403 0.120 0.462
C 0.053 0.096 -0.065
H 0.001 -0.054 0.035
H -0.023 -0.013 0.073
C 0.036 -0.159 0.157
H -0.004 0.072 -0.046
H -0.011 0.041 -0.089
C -0.419 0.098 -0.342
H 0.077 0.025 0.072
C -0.004 -0.181 -0.133
N 0.244 0.098 -0.459
H -0.169 -0.381 0.333
C 0.226 0.310 0.139
C 0.020 -0.033 -0.201
C 0.112 -0.005 -0.093
C 0.033 0.017 0.137
C -0.143 0.045 0.034
C 0.148 -0.060 -0.280
C -0.233 0.093 0.300
O -0.313 0.080 0.073
C 0.426 -0.084 -0.293
C -0.116 0.059 0.001
C -0.264 -0.042 -0.046
C 0.014 -0.252 0.115
C -0.056 0.118 -0.064
C 0.169 -0.084 0.056
C 0.113 0.094 -0.060
H -0.106 0.006 0.009
H -0.024 -0.106 0.056
F -0.008 0.059 -0.033
H 0.117 -0.023 0.041
H 0.090 0.118 -0.014
H -0.078 -0.065 -0.007
H 0.010 0.130 0.168
H 0.098 -0.026 -0.019
H 0.078 0.019 0.079
H -0.030 0.046 0.106
H -0.141 0.020 -0.006
H 0.038 0.002 -0.031
H -0.127 -0.106 0.007
H -0.116 -0.062 -0.003
H 0.024 -0.036 0.016
H 0.034 0.090 0.029
H 0.065 -0.061 -0.033
H 0.123 0.011 -0.052
H -0.006 0.082 -0.112
H 0.047 0.103 0.020
H -0.053 -0.003 0.110

Partial atomic charges computed with the Mulliken method, in multiples of e: C -1.3300; H 0.4644; H 0.3115; C -0.4761; N 0.6158; C -0.3440; C -0.6711; H 0.2883; H 0.4464; C -0.7515; H 0.2191; H 0.4383; C 0.0283; H 0.4332; C -1.1632; N -0.0502; H -0.1042; C -0.8775; C 0.3745; C -0.3438; C -0.9487; C -0.7131; C -0.6335; C 0.9035; O -0.3339; C -1.0640; C 0.1560; C -0.4022; C -0.6958; C 0.3739; C -0.6561; C 0.2860; H 0.2638; H 0.4618; F -0.3204; H 0.4413; H 0.4261; H 0.4387; H 0.3966; H 0.3600; H 0.4190; H 0.4197; H 0.4915; H 0.4509; H 0.3640; H 0.1689; H 0.3630; H 0.4241; H 0.0226; H 0.4273; H 0.4851; H 0.4202; H 0.2956



[2]
This record from the Open Molecules 2025 dataset describes the molecule C21H28FN3O4S3 at a distorted geometry. The level of theory is the ωB97M-V functional and the def2-TZVPD basis.

net charge: 0
LUMO energy: -0.8 eV
gap between HOMO and LUMO: 0.2852 hartree
2S+1: 1

Cartesian coordinates (Å):
C 7.002 -2.649 1.873
C 5.731 -2.052 1.142
C 4.422 -2.186 1.854
N 3.258 -1.718 1.334
C 3.423 -1.071 0.113
C 2.183 -0.475 -0.521
C 0.794 -0.640 0.212
C -0.128 -1.765 -0.469
C -1.466 -1.175 -1.071
S -2.844 -2.425 -1.152
C -4.350 -1.360 -1.097
S -4.865 -0.655 -2.509
N -5.137 -1.120 0.095
C -6.129 -2.220 0.243
C -7.035 -1.842 1.493
O -6.200 -1.976 2.652
C -5.155 -1.002 2.667
C -4.307 -0.945 1.304
C 2.282 0.260 -1.787
C 1.077 0.958 -2.513
C 1.262 2.538 -2.332
C 0.214 3.016 -1.217
C 0.627 4.502 -0.808
S 0.599 4.822 0.995
O 1.965 4.844 1.531
O 0.004 6.156 1.205
O -0.321 3.715 1.808
C 3.632 0.396 -2.458
F 3.730 1.106 -3.650
C 4.788 -0.204 -1.845
C 4.743 -0.949 -0.530
N 5.954 -1.451 -0.059
H 7.329 -1.904 2.657
H 6.820 -3.674 2.285
H 7.839 -2.673 1.114
H 4.384 -2.691 2.852
H 0.189 0.318 0.163
H 0.931 -0.832 1.316
H 0.419 -2.339 -1.272
H -0.443 -2.441 0.383
H -1.336 -0.781 -2.118
H -1.859 -0.333 -0.422
H -6.718 -2.272 -0.717
H -5.555 -3.180 0.428
H -7.251 -0.733 1.382
H -7.963 -2.467 1.527
H -4.417 -1.355 3.449
H -5.489 0.025 2.997
H -3.832 0.084 1.249
H -3.478 -1.698 1.427
H 1.109 0.652 -3.590
H 0.143 0.671 -1.969
H 2.281 2.708 -1.891
H 1.127 3.122 -3.279
H -0.843 2.951 -1.603
H 0.327 2.322 -0.337
H 0.001 5.253 -1.367
H 1.685 4.658 -1.158
H -0.934 4.263 2.348
H 5.781 -0.086 -2.357

Force components x, y, z for each atom (eV/Å):
C -0.225 0.998 -1.007
C 0.889 -0.542 0.575
C -0.272 0.910 -1.775
N 2.915 -0.154 -0.415
C -0.386 0.454 -0.601
C 1.028 0.994 -1.400
C -0.058 0.332 -0.686
C -0.569 -0.083 0.705
C -0.075 0.934 -0.030
S -0.146 0.368 0.618
C -0.593 1.485 -1.194
S 0.575 -0.851 1.349
N 1.387 -1.036 -0.310
C -0.616 0.043 0.390
C 1.339 0.715 -1.296
O -0.214 0.299 -0.127
C 1.197 -0.105 -0.122
C 0.038 0.471 1.274
C 1.036 -0.880 0.724
C 1.240 0.285 0.863
C -0.880 -0.594 0.917
C 1.097 0.299 -0.398
C -0.526 -1.385 -1.046
S 1.815 4.363 1.998
O -1.796 -1.840 -1.189
O -0.589 -2.358 -0.657
O 0.557 0.960 -1.139
C 0.311 -1.724 2.746
F -0.198 -1.117 1.833
C -1.243 0.620 -0.340
C -1.225 1.459 -2.333
N -3.405 -0.659 2.543
H -0.434 -1.034 -0.548
H 0.136 1.048 -0.217
H -0.968 -0.142 0.827
H 0.086 0.495 -1.094
H 0.969 -0.910 -0.014
H 0.088 -0.034 -1.411
H -0.511 0.522 1.059
H 0.458 0.381 -1.192
H -0.078 -0.383 1.113
H 0.574 -0.912 -0.692
H 0.558 -0.013 1.049
H -0.954 0.680 -0.100
H -0.322 -1.240 -0.039
H 1.006 0.515 0.417
H -0.947 0.407 -0.766
H -0.142 -0.971 -0.589
H -0.456 -1.148 0.053
H -0.790 0.444 -0.502
H -0.371 0.235 0.989
H 0.731 0.079 -1.008
H -0.855 0.058 -0.679
H 0.191 -0.583 0.818
H 1.075 0.137 0.485
H -0.174 0.767 -0.843
H 0.425 -0.609 1.166
H -0.930 -0.008 0.969
H 0.341 -0.219 -0.399
H -1.114 -0.220 0.678

Partial atomic charges computed with the Mulliken method, in multiples of e: C -1.0689; C 0.6184; C -0.4820; N -0.3844; C 0.2930; C 0.1532; C -0.8758; C -0.5491; C -0.6319; S -0.0683; C -0.1747; S -0.1714; N 0.0693; C -0.4884; C -0.5458; O -0.3993; C -0.4136; C -0.4085; C 0.3062; C -0.0405; C -1.0485; C 0.1303; C -0.6278; S 1.2658; O -0.6135; O -0.6850; O -0.4773; C 0.4120; F -0.3308; C -0.6106; C 0.4620; N -0.5904; H 0.2562; H 0.3439; H 0.3115; H 0.3627; H -0.1137; H 0.5142; H 0.3442; H 0.3654; H 0.4524; H 0.2578; H 0.3956; H 0.3268; H 0.3333; H 0.3330; H 0.3133; H 0.2665; H 0.2445; H 0.3021; H 0.5465; H -0.6468; H 0.4648; H 0.2899; H 0.3231; H -0.1440; H 0.3875; H 0.3973; H 0.3543; H 0.3936



[3]
This record from the Open Molecules 2025 dataset describes a structure of composition C21H28IrN11O2PS2 at a distorted geometry. The level of theory is the ωB97M-V functional and the def2-TZVPD basis.

net charge: -2
LUMO energy (alpha / beta): 4.7 / 4.2 eV
relative energy (zero: lowest compared OMol25 entry of this formula, charge and spin): 44.6 kcal/mol
gap between HOMO and LUMO (alpha / beta): 0.2631 / 0.2394 hartree
2S+1: 2

Cartesian coordinates (Å):
Ir 0.626 -1.418 -0.387
C -3.046 2.249 1.779
C -1.819 2.095 2.687
C -0.605 2.681 1.992
C -0.480 4.063 2.025
C 0.501 4.715 1.302
C 1.326 3.974 0.475
C 1.222 2.591 0.385
C 2.128 1.866 -0.576
C 2.241 2.534 -1.947
C 0.285 1.916 1.199
N 0.209 0.509 1.247
C 0.280 -0.044 2.405
C 0.000 -1.417 2.603
C -0.262 -2.118 3.780
C -0.527 -3.436 3.394
C -0.398 -3.473 2.003
N -0.086 -2.260 1.533
H -3.908 1.716 2.189
H -2.813 1.847 0.792
H -3.309 3.301 1.651
H -1.694 1.041 2.912
H -1.984 2.620 3.632
H -1.173 4.637 2.633
H 0.607 5.793 1.360
H 2.078 4.488 -0.109
H 1.742 0.866 -0.725
H 3.123 1.753 -0.132
H 1.248 2.755 -2.338
H 2.747 1.860 -2.641
H 2.813 3.465 -1.898
H 0.507 0.551 3.290
H -0.282 -1.703 4.777
H -0.783 -4.271 4.028
H -0.525 -4.314 1.340
N 4.315 -1.619 -0.871
C 3.906 -1.233 0.376
N 4.764 -0.911 1.333
N 3.984 -0.599 2.381
N 2.745 -0.727 2.066
N 2.642 -1.139 0.787
C 3.520 -1.522 -1.983
N 4.009 -1.557 -3.212
N 2.930 -1.448 -4.007
N 1.863 -1.355 -3.298
N 2.189 -1.399 -1.996
H 5.304 -1.565 -1.038
C -0.907 -2.029 -5.123
C -1.665 -1.966 -3.813
O -1.504 -0.684 -3.191
P -1.288 -0.437 -1.608
S -1.691 1.493 -1.407
S -0.027 -3.545 -1.231
O -2.611 -1.292 -1.126
C -2.937 -1.347 0.256
C -4.292 -0.699 0.484
H -1.045 -3.012 -5.581
H 0.146 -1.870 -4.924
H -1.267 -1.260 -5.811
H -1.330 -2.756 -3.142
H -2.738 -2.099 -3.987
H -2.169 -0.842 0.853
H -2.958 -2.399 0.552
H -4.261 0.342 0.161
H -4.559 -0.743 1.543
H -5.058 -1.215 -0.100

Force components x, y, z for each atom (eV/Å):
Ir -0.049 -1.768 -0.082
C 0.032 -0.004 0.174
C -0.058 0.075 -0.268
C -0.009 -0.213 -0.066
C 0.066 0.081 0.070
C -0.038 0.057 -0.040
C -0.053 0.065 0.072
C 0.003 -0.179 0.149
C -0.060 0.020 -0.013
C 0.073 -0.003 0.136
C 0.182 0.599 0.214
N 0.423 -0.147 -0.694
C -0.163 0.273 0.020
C -0.109 -0.478 0.258
C -0.021 0.225 0.023
C 0.001 0.001 -0.090
C -0.098 -0.388 -0.037
N -0.078 1.409 -1.131
H -0.006 0.065 0.007
H -0.090 0.011 0.105
H -0.003 0.038 0.019
H -0.015 -0.028 0.091
H 0.049 -0.046 0.041
H -0.011 -0.035 0.016
H -0.010 -0.001 0.005
H -0.003 -0.062 -0.059
H 0.010 -0.129 -0.006
H -0.014 -0.086 0.039
H -0.035 -0.031 -0.041
H -0.007 0.027 -0.022
H -0.007 0.001 -0.063
H -0.127 0.049 0.015
H 0.076 0.002 -0.009
H 0.007 -0.007 -0.003
H 0.044 0.084 -0.035
N 0.119 -0.252 -0.034
C -0.098 0.115 0.410
N 0.138 -0.055 -0.267
N -0.152 0.003 0.023
N -0.011 0.030 0.320
N -0.350 -0.467 -0.404
C -0.376 0.081 -0.271
N 0.201 -0.033 0.228
N -0.119 -0.043 -0.025
N -0.335 0.125 -0.315
N -1.134 0.652 0.466
H 0.014 0.040 -0.030
C -0.084 0.228 0.184
C -0.232 -0.118 0.103
O 0.706 -0.197 0.040
P -0.225 -0.811 0.448
S 0.661 -0.437 -0.074
S 0.902 1.699 0.444
O 0.294 0.010 -0.143
C -0.104 0.091 0.216
C 0.077 -0.040 -0.202
H -0.032 0.008 0.009
H 0.199 0.016 -0.050
H 0.019 -0.029 -0.012
H 0.048 0.022 -0.024
H -0.011 0.000 0.092
H -0.067 -0.076 -0.016
H 0.130 0.046 0.037
H -0.040 -0.058 0.020
H -0.011 0.004 0.009
H -0.025 -0.031 0.026

Partial atomic charges computed with the Mulliken method, in multiples of e: Ir 2.5566; C -0.8313; C -0.5843; C 0.5598; C -0.5591; C -1.1275; C -0.7286; C 0.4021; C 0.8431; C -1.5366; C -1.0017; N 1.1115; C -1.6531; C 0.9576; C -1.0135; C -0.8116; C -0.6527; N 0.3121; H 0.3918; H -0.3210; H 0.4248; H 0.1155; H 0.5350; H 0.3962; H 0.3552; H 0.2737; H -0.5896; H 0.3401; H 0.3073; H 0.4270; H 0.4093; H 0.5102; H 0.4748; H 0.4008; H 0.4147; N -0.0983; C 0.3495; N -0.6439; N -0.9222; N -0.0435; N 0.0974; C 0.3341; N -0.7052; N -0.6377; N -0.1491; N 0.1122; H 0.2849; C -1.1264; C 0.1721; O -0.4258; P 0.4350; S -0.5432; S -0.4733; O -0.3140; C 0.8498; C -1.5169; H 0.3641; H 0.1681; H 0.2778; H -0.0312; H 0.3377; H -0.5994; H 0.2984; H 0.2574; H 0.3703; H 0.4123